{
  "formula": "C25H19NO4PdSb",
  "method": "the ωB97M-V functional and the def2-TZVPD basis",
  "de_lowest_kcal_mol": 0.6,
  "gap_ha": 0.2418,
  "e_homo_ev": -4.2,
  "e_lumo_ev": 2.4,
  "total_charge": -1,
  "e_tot_ev": -45933.6492,
  "multiplicity": 1,
  "symbols": ["Pd", "O", "C", "O", "C", "C", "C", "C", "C", "N", "C", "O", "O", "H", "H", "H", "H", "C", "C", "C", "C", "C", "C", "Sb", "C", "C", "C", "C", "C", "C", "C", "C", "C", "C", "C", "C", "H", "H", "H", "H", "H", "H", "H", "H", "H", "H", "H", "H", "H", "H", "H"],
  "xyz": [[-1.02262, -0.62642, -1.23987], [3.54502, -1.85391, -2.24910], [2.20211, -1.73114, -2.35853], [1.45493, -2.63877, -2.12422], [1.79013, -0.38538, -2.87050], [2.70549, 0.41635, -3.52645], [2.25366, 1.59288, -4.11015], [0.90920, 1.88955, -4.05240], [0.05265, 1.03320, -3.36508], [0.49712, -0.06175, -2.74845], [-1.46675, 1.31507, -3.36006], [-1.82347, 2.29919, -4.00735], [-2.17550, 0.48670, -2.72189], [3.69542, -2.75189, -1.92023], [3.74180, 0.11836, -3.57207], [2.94684, 2.25092, -4.61896], [0.47008, 2.76026, -4.51760], [-1.56455, 0.56798, 4.79523], [-0.49832, 1.19973, 4.17299], [0.06524, 0.65798, 3.02270], [-0.42518, -0.52184, 2.46589], [-1.48957, -1.15117, 3.11405], [-2.05782, -0.61431, 4.25953], [0.40422, -1.47905, 0.71009], [-2.53377, -1.09089, -0.06319], [-3.35648, -0.09410, 0.46810], [-4.51119, -0.40819, 1.17004], [-4.87930, -1.73443, 1.36371], [-4.07986, -2.73912, 0.83865], [-2.91987, -2.41924, 0.13914], [1.96282, 0.01479, 0.43396], [1.68799, 1.27964, -0.09532], [2.69458, 2.21212, -0.30008], [4.01103, 1.89610, 0.01585], [4.30534, 0.64947, 0.54646], [3.28727, -0.27606, 0.75383], [-2.00882, 0.99302, 5.68748], [-0.10088, 2.12240, 4.58106], [0.89806, 1.17137, 2.55910], [-1.90519, -2.06583, 2.70455], [-2.89726, -1.11583, 4.72701], [-3.08828, 0.94719, 0.33250], [-5.12470, 0.38859, 1.57581], [-5.77802, -1.97988, 1.91746], [-4.35345, -3.77959, 0.97863], [-2.30175, -3.22150, -0.24936], [0.66603, 1.52938, -0.36235], [2.45237, 3.18300, -0.71673], [4.80095, 2.61893, -0.15096], [5.32845, 0.39397, 0.79784], [3.53378, -1.24785, 1.16927]],
  "atomic_forces_ev_per_a": [[0.06, -0.25, -0.04], [0.00, 0.02, -0.01], [-0.03, 0.01, 0.04], [0.05, -0.01, -0.02], [0.02, -0.02, -0.05], [-0.01, 0.00, 0.00], [0.00, 0.00, 0.01], [0.00, 0.01, -0.02], [-0.01, -0.02, -0.02], [-0.01, 0.09, 0.02], [-0.03, 0.05, 0.04], [0.01, -0.02, -0.02], [0.06, 0.02, 0.01], [0.00, 0.00, 0.01], [0.00, 0.00, -0.01], [0.00, 0.00, 0.00], [0.00, 0.00, 0.00], [0.00, 0.00, 0.01], [0.01, 0.00, 0.00], [-0.02, -0.02, 0.02], [0.01, 0.05, 0.00], [-0.03, -0.01, -0.01], [-0.01, 0.01, 0.00], [-0.16, 0.03, -0.08], [0.04, 0.03, 0.08], [0.00, 0.02, 0.01], [0.01, 0.00, 0.01], [0.00, -0.01, 0.00], [-0.01, 0.00, -0.01], [-0.02, 0.00, 0.00], [0.00, -0.02, -0.01], [-0.01, 0.01, 0.03], [0.02, 0.00, 0.00], [-0.01, 0.01, -0.01], [0.01, -0.01, 0.00], [0.02, 0.01, 0.00], [0.00, 0.00, 0.00], [0.00, 0.00, 0.00], [0.02, 0.02, -0.04], [0.00, 0.01, 0.01], [0.00, -0.01, 0.00], [0.00, -0.01, -0.01], [-0.01, 0.00, 0.00], [0.00, 0.00, 0.00], [0.00, 0.00, 0.00], [0.00, 0.00, 0.00], [0.01, 0.00, 0.04], [0.00, 0.00, 0.00], [0.00, 0.00, 0.00], [0.00, 0.00, 0.00], [0.00, -0.01, 0.00]]
}



{
  "formula": "C25H20BrFeN6OS4",
  "method": "the ωB97M-V functional and the def2-TZVPD basis",
  "de_lowest_kcal_mol": 0.0,
  "s2": 8.791,
  "gap_ha": [0.2257, 0.1983],
  "e_homo_ev": [-7.1, -7.1],
  "e_lumo_ev": [-1.0, -1.8],
  "e_tot_ev": -185009.8388,
  "multiplicity": 6,
  "symbols": ["Fe", "C", "C", "C", "C", "C", "C", "N", "C", "C", "C", "C", "C", "C", "N", "N", "C", "C", "C", "C", "C", "N", "H", "H", "H", "H", "H", "H", "H", "H", "H", "H", "H", "H", "H", "O", "C", "S", "C", "C", "S", "S", "S", "N", "H", "H", "H", "Br", "C", "C", "C", "C", "N", "C", "H", "H", "H", "H"],
  "xyz": [[-0.33914, -0.68667, -0.57952], [-0.16251, 0.67271, 4.90828], [-0.85103, -0.36033, 4.28618], [-1.16359, -0.28308, 2.93778], [-0.78833, 0.83018, 2.18111], [-0.09223, 1.86500, 2.81474], [0.21060, 1.78457, 4.16445], [-0.99988, 0.82736, 0.79925], [-1.46095, 1.91863, 0.17576], [-2.17991, 2.98396, 0.80611], [-2.66690, 4.03163, 0.07973], [-2.47621, 4.13403, -1.32020], [-1.77281, 3.15562, -1.95932], [-1.26917, 2.05600, -1.23469], [-0.44701, 1.10615, -1.77613], [0.06735, 1.24667, -2.91473], [1.00728, 0.21331, -3.16595], [1.70536, 0.22553, -4.36736], [2.66233, -0.74961, -4.56813], [2.89280, -1.69581, -3.57559], [2.14020, -1.63749, -2.41884], [1.21489, -0.69952, -2.21773], [0.08151, 0.61445, 5.96095], [-1.14842, -1.23429, 4.85212], [-1.68177, -1.09790, 2.44598], [0.22534, 2.72621, 2.23848], [0.75403, 2.59503, 4.63519], [-2.35208, 2.92817, 1.87258], [-3.22694, 4.80633, 0.58974], [-2.88666, 4.97453, -1.86153], [-1.58448, 3.18996, -3.02410], [1.49118, 0.98936, -5.10015], [3.22802, -0.77465, -5.49006], [3.63386, -2.47273, -3.69770], [2.25493, -2.36424, -1.62262], [-2.85908, -7.32474, -1.20080], [-2.36706, -6.23364, -1.20556], [-2.40047, -5.12521, -2.58008], [-1.50676, -3.79818, -1.84825], [-1.08903, -4.00729, -0.52009], [-0.18430, -2.95445, 0.45143], [-1.51476, -5.54181, 0.19297], [-1.20868, -2.44110, -2.77382], [-2.69009, -0.88855, -0.62575], [-3.06802, -0.22599, 0.04182], [-2.98004, -1.82122, -0.35194], [-3.09968, -0.70146, -1.53443], [4.05846, 3.09553, 0.51524], [3.25472, 1.48537, 1.08056], [3.64378, 0.87158, 2.25908], [3.00145, -0.29805, 2.62035], [2.00851, -0.80126, 1.79472], [1.64385, -0.20986, 0.65832], [2.25657, 0.91866, 0.30764], [4.42121, 1.30377, 2.87410], [3.25324, -0.81422, 3.53574], [1.47641, -1.70593, 2.06095], [1.93011, 1.39896, -0.60624]],
  "atomic_forces_ev_per_a": [[0.01, -0.06, 0.11], [-0.01, -0.03, 0.04], [0.01, 0.02, 0.01], [0.06, 0.02, -0.04], [0.01, -0.05, -0.01], [0.00, -0.02, 0.10], [0.01, 0.03, -0.04], [-0.03, 0.24, -0.13], [-0.06, 0.01, 0.15], [0.00, -0.03, 0.01], [0.01, -0.01, 0.01], [0.02, -0.06, 0.02], [-0.04, 0.07, -0.02], [0.06, 0.09, -0.17], [-0.09, -0.09, 0.28], [0.14, -0.06, -0.20], [-0.23, 0.21, 0.11], [0.04, -0.08, 0.03], [0.00, 0.01, -0.02], [0.03, -0.06, 0.01], [-0.06, 0.08, -0.03], [0.14, -0.15, -0.03], [-0.01, -0.01, 0.00], [0.00, 0.00, 0.01], [0.00, -0.01, 0.00], [0.00, -0.02, -0.03], [0.00, -0.01, 0.01], [-0.02, 0.03, -0.01], [0.00, 0.00, 0.01], [0.01, 0.00, -0.02], [0.00, 0.01, 0.00], [-0.02, 0.02, 0.01], [0.01, -0.01, 0.00], [0.00, 0.01, -0.01], [0.02, -0.01, 0.00], [-0.01, 0.00, -0.01], [0.03, 0.01, 0.03], [-0.01, 0.04, -0.06], [-0.03, -0.01, -0.08], [0.03, -0.04, 0.05], [0.00, 0.00, -0.05], [0.02, 0.03, 0.03], [-0.03, -0.14, -0.01], [0.00, 0.06, -0.08], [-0.02, 0.00, 0.02], [0.03, -0.01, -0.01], [-0.02, -0.02, 0.01], [0.00, 0.01, 0.00], [-0.04, -0.04, 0.00], [0.01, 0.03, -0.02], [-0.04, 0.00, 0.01], [-0.06, -0.02, 0.01], [0.07, -0.04, -0.06], [0.02, 0.06, 0.07], [0.00, 0.00, 0.00], [0.01, 0.00, 0.01], [0.04, 0.01, 0.00], [0.00, -0.03, -0.03]]
}



{
  "formula": "C25H20F6FeN8O4S2",
  "method": "the ωB97M-V functional and the def2-TZVPD basis",
  "s2": 0.754,
  "gap_ha": [0.2646, 0.1432],
  "e_homo_ev": [-9.8, -9.8],
  "e_lumo_ev": [-2.6, -5.9],
  "total_charge": 1,
  "e_tot_ev": -118715.7933,
  "multiplicity": 2,
  "symbols": ["Fe", "C", "C", "C", "C", "C", "C", "C", "N", "N", "C", "C", "C", "C", "C", "C", "N", "C", "C", "C", "C", "C", "C", "N", "H", "H", "H", "H", "H", "H", "H", "H", "H", "H", "H", "H", "H", "H", "H", "H", "H", "H", "H", "H", "F", "C", "F", "F", "S", "O", "O", "N", "S", "O", "O", "C", "F", "F", "F", "N", "C", "C", "C", "N", "C", "N"],
  "xyz": [[0.30734, -0.12582, 0.18781], [2.87618, 1.24340, 0.74067], [2.29326, 2.50188, 0.10074], [0.94781, 2.86092, 0.67448], [0.63992, 4.17248, 0.94694], [-0.50786, 4.48025, 1.67395], [-1.27791, 3.44313, 2.12107], [-0.92230, 2.12686, 1.77739], [0.13946, 1.82968, 1.03496], [2.33803, 0.01075, 0.13531], [2.78430, -0.09037, -1.28172], [1.76335, 0.46425, -2.22917], [2.10377, 0.94809, -3.48078], [1.09612, 1.34671, -4.34203], [-0.21853, 1.23518, -3.91888], [-0.47003, 0.76653, -2.64433], [0.49659, 0.40041, -1.79506], [2.78980, -1.19384, 0.86143], [2.02454, -2.38206, 0.32983], [2.39205, -3.68094, 0.61542], [1.58055, -4.71800, 0.17526], [0.44977, -4.41682, -0.56411], [0.16335, -3.08755, -0.81829], [0.92378, -2.08271, -0.38314], [2.63386, 1.21523, 1.80366], [3.96741, 1.25036, 0.65008], [2.21730, 2.39035, -0.97936], [2.98016, 3.33136, 0.26391], [1.32186, 4.95318, 0.64228], [-0.75964, 5.50633, 1.91433], [-2.59536, 4.46087, 3.11290], [-2.32880, 1.47264, 2.85983], [2.89968, -1.14397, -1.52970], [3.76302, 0.37595, -1.42111], [3.14493, 0.99663, -3.77056], [1.33159, 1.72615, -5.32716], [-1.04379, 1.51112, -4.55964], [-1.48078, 0.66796, -2.28572], [2.54901, -1.06498, 1.91702], [3.87355, -1.33513, 0.77937], [3.28028, -3.87611, 1.20140], [1.82378, -5.74306, 0.41955], [-0.21914, -5.18650, -0.92011], [-0.70923, -2.81091, -1.39143], [-1.93363, 2.76250, -0.84124], [-3.23483, 2.74161, -1.11540], [-3.42413, 2.03495, -2.22183], [-3.65231, 3.99072, -1.29745], [-4.27755, 2.07155, 0.27634], [-1.68760, 1.12552, 2.22081], [-2.39736, 3.54252, 2.89811], [-4.14569, 0.53295, 0.31419], [-3.02612, -0.64001, 0.41098], [-3.08420, -1.25904, 1.67945], [-1.75843, -0.22197, -0.16720], [-3.78052, -1.77076, -0.85030], [-2.92142, -2.74282, -1.09630], [-4.90958, -2.25548, -0.39028], [-3.99897, -1.08088, -1.96851], [0.08085, -1.04306, 1.91791], [-0.25946, -2.06113, 2.36044], [-0.54697, -3.33457, 2.81205], [0.34808, -3.95200, 3.71803], [1.09912, -4.46344, 4.42837], [-1.53616, -4.05870, 2.10417], [-2.31619, -4.66833, 1.51039]],
  "atomic_forces_ev_per_a": [[0.89, -0.23, -0.83], [0.01, 0.00, 0.08], [-0.13, -0.09, -0.05], [0.23, -0.25, 0.12], [0.03, -0.02, 0.07], [-0.01, 0.01, -0.02], [0.03, -0.01, 0.07], [0.19, 0.12, 0.07], [-0.59, 0.08, -0.04], [0.10, -0.09, -0.06], [-0.05, 0.06, 0.04], [-0.03, -0.10, 0.14], [0.00, -0.10, -0.02], [-0.01, -0.02, 0.01], [0.02, -0.01, -0.04], [-0.04, -0.05, 0.03], [0.00, 0.49, 0.06], [0.00, -0.03, 0.03], [0.04, 0.04, -0.05], [0.02, -0.02, -0.04], [-0.02, 0.03, -0.02], [0.06, -0.01, -0.03], [0.00, 0.03, -0.21], [-0.26, 0.03, 0.58], [0.00, 0.04, 0.01], [0.00, -0.04, -0.04], [0.09, 0.00, -0.08], [-0.04, 0.02, 0.07], [-0.01, 0.01, 0.00], [0.00, 0.00, 0.00], [0.04, -0.01, 0.05], [0.03, 0.01, 0.04], [0.05, -0.03, -0.01], [-0.03, 0.07, 0.05], [0.00, 0.01, -0.01], [0.00, 0.00, 0.00], [0.00, 0.00, 0.00], [0.01, 0.00, 0.05], [0.03, 0.03, 0.00], [-0.02, -0.02, -0.09], [-0.01, -0.01, 0.01], [0.01, 0.00, 0.00], [-0.01, 0.00, 0.03], [0.01, 0.03, 0.03], [0.00, -0.01, -0.06], [0.08, 0.03, 0.10], [-0.05, -0.02, -0.03], [-0.02, -0.02, -0.01], [-0.05, 0.16, -0.17], [-0.08, 0.04, -0.06], [-0.05, -0.01, -0.11], [-0.07, -0.29, 0.29], [0.17, 0.21, -0.26], [0.00, -0.13, 0.05], [-0.35, -0.18, -0.11], [-0.04, 0.03, 0.01], [-0.04, -0.05, 0.02], [-0.03, 0.00, 0.00], [0.02, 0.02, -0.01], [-0.48, 0.29, 0.28], [0.53, -0.10, 0.12], [-0.12, 0.19, -0.14], [-0.03, -0.15, -0.04], [0.04, 0.06, 0.01], [-0.03, -0.17, 0.25], [-0.01, 0.11, -0.13]]
}